[1]
The following is a quantum chemistry calculation of C29H29BIN9O10V as an isolated structure, from OMol25.

Each line ends with the Mulliken charge.
CARTESIAN COORDINATES (ANGSTROEM)
V (12.077, 8.381, 15.318)  0.19
C (8.917, 7.604, 13.326)  -1.16
C (8.894, 8.244, 14.681)  0.52
C (7.764, 8.582, 15.406)  -1.12
C (8.242, 9.255, 16.634)  0.83
C (7.477, 10.015, 17.633)  -1.48
N (9.545, 9.351, 16.462)  0.63
N (9.987, 8.721, 15.318)  0.68
B (10.628, 9.561, 17.576)  -0.53
N (11.876, 10.254, 16.931)  0.98
N (11.990, 10.372, 15.563)  -0.51
C (12.935, 11.309, 15.244)  0.68
C (13.159, 11.779, 13.872)  -1.26
C (13.453, 11.825, 16.448)  -1.11
C (12.768, 11.154, 17.490)  0.54
C (12.798, 11.264, 18.966)  -1.27
N (11.155, 8.172, 18.111)  1.05
N (12.202, 7.705, 17.296)  0.53
C (12.658, 6.531, 17.824)  0.42
C (13.820, 5.739, 17.297)  -1.23
C (11.959, 6.266, 19.004)  -1.42
C (10.991, 7.275, 19.103)  0.76
C (9.965, 7.552, 20.121)  -1.34
H (7.979, 7.917, 12.815)  0.38
H (9.796, 7.842, 12.791)  -0.10
H (8.975, 6.490, 13.475)  0.21
H (6.721, 8.370, 15.063)  0.35
H (6.634, 9.459, 18.017)  0.39
H (8.136, 10.331, 18.457)  0.24
H (7.025, 10.919, 17.212)  0.29
H (10.205, 10.204, 18.516)  -0.16
H (13.504, 10.984, 13.210)  0.17
H (12.310, 12.289, 13.403)  0.25
H (13.993, 12.509, 13.951)  0.41
H (14.128, 12.697, 16.528)  0.37
H (12.089, 10.549, 19.385)  0.19
H (13.807, 11.086, 19.342)  0.30
H (12.461, 12.238, 19.312)  0.34
H (14.690, 6.376, 17.320)  0.10
H (13.943, 4.812, 17.884)  0.37
H (13.679, 5.462, 16.285)  0.19
H (12.065, 5.435, 19.665)  0.48
H (10.191, 7.033, 21.024)  0.43
H (9.910, 8.643, 20.332)  0.26
H (8.962, 7.278, 19.724)  0.20
O (11.456, 9.307, 12.306)  -0.56
C (10.974, 9.769, 11.264)  -0.28
C (11.624, 9.984, 9.944)  0.76
C (10.956, 10.866, 9.070)  -0.74
C (11.545, 10.877, 7.760)  0.10
C (12.870, 10.507, 7.548)  -0.09
C (13.623, 9.863, 8.469)  -0.80
C (12.977, 9.389, 9.705)  0.27
O (13.647, 8.806, 10.574)  -0.57
N (10.882, 11.443, 6.552)  0.87
O (11.569, 11.987, 5.710)  -0.59
O (9.607, 11.286, 6.482)  -0.60
H (9.908, 10.121, 11.258)  0.14
H (9.963, 11.213, 9.321)  0.41
H (13.309, 10.749, 6.537)  0.31
H (14.755, 9.835, 8.530)  0.25
I (11.968, 5.808, 13.968)  -0.45
O (15.222, 8.730, 16.690)  -0.70
C (15.198, 8.424, 15.454)  0.50
O (14.173, 8.307, 14.738)  -0.20
C (16.542, 8.127, 14.780)  0.12
C (16.497, 7.797, 13.438)  -0.44
C (17.737, 7.514, 12.815)  -0.13
C (18.975, 7.595, 13.429)  -0.31
C (18.983, 7.953, 14.796)  -0.10
C (17.758, 8.087, 15.517)  -0.48
N (20.299, 8.098, 15.447)  0.94
O (21.254, 8.007, 14.674)  -0.60
O (20.339, 8.167, 16.695)  -0.57
N (17.686, 7.028, 11.496)  1.01
O (18.728, 6.842, 10.834)  -0.63
O (16.532, 6.775, 11.013)  -0.56
H (15.561, 7.668, 12.843)  0.67
H (19.934, 7.219, 13.098)  0.50
H (17.758, 8.237, 16.624)  0.50

## Properties
**DFT total energy**: -98890.9459 eV
**Multiplicity**: 3
**Total charge**: -1
**Highest occupied orbital energy (spin up / spin down)**: -4.50 / -4.50 eV
**Max |F|**: 5.304 eV/A


[2]
The following is a quantum chemistry calculation of C29H29CaN10O5S as an isolated structure, from OMol25.

Each line ends with the Mulliken charge.
CARTESIAN COORDINATES (ANGSTROEM)
Ca (0.689, -0.776, 1.797)  1.74
C (-3.870, 1.798, 3.963)  -0.96
C (-4.296, 1.931, 2.508)  -0.62
N (-3.165, 2.150, 1.611)  0.22
C (-2.762, 3.534, 1.439)  -0.90
C (-3.470, 4.201, 0.269)  -1.06
C (-2.480, 1.127, 1.058)  0.25
S (-1.208, 1.448, -0.024)  -0.36
N (-2.963, -0.088, 1.443)  -0.21
C (-2.291, -1.208, 1.345)  -0.31
O (-1.141, -1.421, 0.866)  -0.53
C (-3.002, -2.402, 1.923)  0.50
C (-4.391, -2.465, 1.965)  -0.29
C (-5.026, -3.582, 2.486)  -0.61
C (-4.279, -4.636, 2.995)  -0.40
C (-2.893, -4.568, 2.977)  -0.86
C (-2.259, -3.460, 2.434)  -0.42
H (-4.741, 1.598, 4.591)  0.38
H (-3.394, 2.711, 4.325)  0.29
H (-3.154, 0.986, 4.081)  0.17
H (-4.968, 2.784, 2.375)  0.38
H (-4.820, 1.034, 2.188)  0.32
H (-1.684, 3.561, 1.289)  0.47
H (-2.989, 4.054, 2.374)  0.37
H (-3.199, 3.696, -0.658)  0.25
H (-3.179, 5.250, 0.194)  0.39
H (-4.554, 4.157, 0.388)  0.30
H (-4.958, -1.627, 1.584)  0.40
H (-6.107, -3.626, 2.505)  0.39
H (-4.776, -5.501, 3.416)  0.37
H (-2.304, -5.374, 3.398)  0.42
H (-1.177, -3.390, 2.439)  0.87
O (4.361, -3.252, -1.619)  -0.59
C (3.343, -4.092, -1.692)  0.46
O (3.219, -4.876, -2.608)  -0.66
C (2.297, -3.991, -0.638)  0.68
C (1.094, -4.660, -0.730)  -0.68
N (0.348, -4.267, 0.311)  0.11
N (0.980, -3.392, 1.094)  -0.31
C (2.170, -3.208, 0.540)  -0.19
C (3.102, -2.210, 1.192)  0.92
O (4.198, -2.003, 0.634)  -0.81
O (2.659, -1.648, 2.219)  -0.96
H (4.330, -2.708, -0.757)  0.38
H (0.745, -5.350, -1.477)  0.55
H (-0.606, -4.508, 0.531)  0.21
C (1.134, -0.747, -1.742)  -1.08
C (2.145, 0.059, -1.002)  0.68
N (2.003, 0.506, 0.224)  -0.01
C (3.145, 1.213, 0.518)  -1.10
C (3.977, 1.206, -0.550)  -0.40
N (3.333, 0.466, -1.520)  0.63
C (3.810, 0.219, -2.853)  -0.85
N (3.946, 1.463, -3.575)  0.73
N (5.088, 1.753, -4.228)  -0.75
N (4.983, 2.890, -4.800)  -0.60
C (3.735, 3.400, -4.522)  0.00
C (3.141, 4.611, -4.895)  -0.73
C (1.871, 4.852, -4.433)  -0.55
C (1.197, 3.924, -3.609)  -0.87
C (1.764, 2.731, -3.234)  -0.08
C (3.053, 2.484, -3.722)  1.33
H (0.292, -0.960, -1.084)  -0.40
H (1.556, -1.684, -2.111)  0.32
H (0.729, -0.190, -2.591)  0.53
H (3.291, 1.667, 1.482)  0.53
H (4.951, 1.629, -0.717)  0.51
H (3.096, -0.435, -3.353)  0.43
H (4.789, -0.260, -2.852)  0.36
H (3.672, 5.319, -5.516)  0.42
H (1.374, 5.778, -4.691)  0.36
H (0.205, 4.163, -3.249)  0.49
H (1.242, 2.048, -2.579)  0.16
N (-0.793, 0.231, 4.795)  -0.71
C (-0.163, -0.064, 3.867)  -0.43

## Properties
**ΔE to the lowest compared entry with this formula, charge and spin**: 23.65 kcal/mol
**DFT total energy**: -84963.6234 eV
**Multiplicity**: 1
**Total charge**: -1
**Highest occupied orbital energy**: -5.21 eV
**Max |F|**: 0.796 eV/A


[3]
The following is a quantum chemistry calculation of C29H29Cl2N6O3PS4Y as an isolated structure, from OMol25.

Each line ends with the Mulliken charge.
CARTESIAN COORDINATES (ANGSTROEM)
Y (-0.050, -0.164, 0.390)  0.48
N (-1.795, 0.663, 4.748)  -0.43
C (-1.366, 0.141, 3.563)  0.48
S (-1.860, 0.965, 2.134)  -0.54
N (-0.675, -0.970, 3.683)  -1.13
N (-0.247, -1.500, 2.506)  1.19
C (0.278, -2.671, 2.606)  0.05
C (0.353, -3.413, 3.893)  -0.88
C (-0.794, -3.953, 4.465)  0.09
C (-0.712, -4.663, 5.652)  -0.77
C (0.516, -4.830, 6.281)  -0.34
C (1.660, -4.286, 5.718)  -0.78
C (1.580, -3.583, 4.523)  0.23
C (0.835, -3.296, 1.391)  0.21
C (1.207, -4.639, 1.393)  -0.94
C (1.734, -5.196, 0.243)  -0.67
C (1.880, -4.398, -0.879)  -1.40
C (1.474, -3.078, -0.801)  -0.63
N (0.962, -2.530, 0.299)  0.94
H (-2.079, 1.627, 4.736)  0.23
H (-1.339, 0.313, 5.574)  0.24
H (-1.750, -3.800, 3.980)  0.49
H (-1.609, -5.080, 6.091)  0.38
H (0.578, -5.380, 7.212)  0.39
H (2.618, -4.404, 6.208)  0.39
H (2.470, -3.151, 4.082)  0.48
H (1.076, -5.228, 2.289)  0.49
H (2.024, -6.238, 0.224)  0.40
H (2.294, -4.780, -1.801)  0.52
H (1.568, -2.434, -1.663)  0.69
S (2.419, 0.202, 1.471)  -0.53
C (2.453, 1.745, 0.672)  1.30
S (0.993, 2.342, -0.034)  -0.44
C (3.633, 2.464, 0.577)  0.09
C (3.700, 3.713, -0.109)  -0.09
N (3.791, 4.724, -0.656)  -0.63
C (4.860, 1.962, 1.098)  -0.01
N (5.874, 1.573, 1.487)  -0.63
Cl (-1.980, 1.357, -1.229)  -0.13
C (-2.750, 0.297, -2.375)  0.93
C (-3.386, 0.906, -3.441)  -0.96
C (-4.036, 0.127, -4.383)  -0.39
C (-4.024, -1.251, -4.241)  -0.76
C (-3.367, -1.832, -3.171)  0.19
Cl (-3.358, -3.570, -3.098)  -0.21
C (-2.699, -1.091, -2.176)  -0.14
S (-1.880, -1.868, -0.853)  -0.24
H (-3.366, 1.985, -3.522)  0.45
H (-4.541, 0.587, -5.221)  0.37
H (-4.513, -1.889, -4.964)  0.41
C (-0.473, -1.475, -5.089)  -1.04
C (0.324, -1.992, -3.909)  0.07
O (1.426, -1.119, -3.610)  -0.43
P (1.246, 0.073, -2.491)  1.15
O (2.739, 0.647, -2.592)  -0.39
C (3.833, -0.049, -1.960)  0.09
C (4.568, -0.918, -2.956)  -1.40
O (0.436, 1.202, -3.279)  0.14
C (0.977, 1.909, -4.407)  -0.31
C (-0.153, 2.686, -5.038)  -1.25
H (-1.235, -2.204, -5.370)  0.43
H (0.183, -1.305, -5.944)  0.39
H (-0.975, -0.541, -4.835)  -0.13
H (0.764, -2.965, -4.137)  0.35
H (-0.311, -2.116, -3.027)  0.03
H (3.461, -0.628, -1.110)  0.01
H (4.483, 0.725, -1.558)  0.31
H (3.918, -1.696, -3.356)  0.23
H (5.423, -1.385, -2.465)  0.43
H (4.935, -0.316, -3.789)  0.32
H (1.412, 1.192, -5.108)  0.30
H (1.768, 2.569, -4.049)  0.32
H (-0.940, 2.012, -5.382)  0.23
H (0.215, 3.258, -5.891)  0.41
H (-0.582, 3.379, -4.313)  0.28

## Properties
**ΔE to the lowest compared entry with this formula, charge and spin**: 0.00 kcal/mol
**DFT total energy**: -124353.8920 eV
**Multiplicity**: 1
**Total charge**: -1
**Highest occupied orbital energy**: -4.95 eV
**Max |F|**: 0.175 eV/A


What is the formula in the second record?
C29H29CaN10O5S


Among the records above, which one has the highest max |F|?
C29H29BIN9O10V


What is the total charge in the second record?
-1